1.
Molecular formula: C66H47Cl2N3O19S2
Method: DFT, ωB97M-V/def2-TZVPD

## Properties
**Total charge**: 0
**SMILES**: C/C(Cl)=C(\Cl)c1c(CCC(N)=O)c(S)cc2nsnc12.O=C1C=CC(=O)C=C1.O=C1C=CC(=O)C=C1.O=C1C=CC(=O)C=C1.O=C1C=CC(=O)C=C1.O=C1C=CC(=O)C=C1.O=C1C=CC(=O)C=C1.O=C1C=CC(=O)C=C1.O=C1C=CC(=O)C=C1.O=C1C=CC(=O)C=C1
**Gap between HOMO and LUMO**: 7.089 eV
**E**: -5853.2411 hartree

Cartesian coordinates (Å):
C (1.22, -0.74, 0.01)
C (-0.08, -0.68, 0.95)
Cl (0.20, -0.84, 2.77)
C (-1.44, -0.50, 0.46)
Cl (-1.81, -0.34, -1.32)
C (-2.57, -0.46, 1.62)
C (-3.12, -1.83, 2.08)
C (-2.67, -3.25, 1.49)
C (-3.84, -3.87, 0.53)
C (-4.08, -5.44, 0.84)
N (-5.18, -5.95, 1.72)
O (-3.31, -6.29, 0.29)
C (-4.20, -1.84, 3.25)
S (-4.88, -3.45, 3.87)
C (-4.66, -0.50, 3.91)
C (-4.16, 0.92, 3.45)
N (-4.53, 2.24, 4.00)
S (-3.60, 3.27, 3.01)
N (-2.67, 2.29, 1.94)
C (-3.07, 0.91, 2.27)
H (0.96, -0.54, -1.09)
H (1.71, -1.78, 0.13)
H (2.00, 0.02, 0.40)
H (-1.70, -3.23, 0.88)
H (-2.52, -3.95, 2.40)
H (-4.84, -3.30, 0.69)
H (-3.50, -3.77, -0.57)
H (-4.80, -6.13, 2.66)
H (-5.90, -5.19, 1.77)
H (-3.73, -4.14, 4.29)
H (-5.41, -0.53, 4.77)
O (-1.11, -2.86, -7.63)
C (-0.62, -2.94, -6.52)
C (-1.06, -2.06, -5.42)
C (-0.52, -2.15, -4.20)
C (0.55, -3.12, -3.91)
O (1.04, -3.20, -2.79)
C (1.00, -4.00, -5.01)
C (0.45, -3.92, -6.22)
H (-1.85, -1.36, -5.65)
H (-0.83, -1.51, -3.38)
H (1.78, -4.71, -4.77)
H (0.77, -4.55, -7.04)
O (0.56, 1.12, -5.96)
C (1.67, 0.63, -6.07)
C (2.68, 0.76, -4.99)
C (3.89, 0.23, -5.12)
C (4.29, -0.52, -6.33)
O (5.40, -1.00, -6.44)
C (3.28, -0.65, -7.40)
C (2.06, -0.12, -7.28)
H (2.37, 1.31, -4.11)
H (4.64, 0.32, -4.34)
H (3.58, -1.20, -8.28)
H (1.31, -0.21, -8.05)
O (1.20, 6.59, 3.51)
C (1.34, 5.66, 2.73)
C (0.27, 4.65, 2.54)
C (0.42, 3.63, 1.70)
C (1.65, 3.47, 0.91)
O (1.77, 2.54, 0.14)
C (2.72, 4.47, 1.09)
C (2.58, 5.49, 1.94)
H (-0.63, 4.78, 3.12)
H (-0.34, 2.89, 1.55)
H (3.62, 4.33, 0.50)
H (3.35, 6.24, 2.09)
O (3.38, -5.65, -3.66)
C (3.88, -5.73, -2.55)
C (3.43, -4.85, -1.45)
C (3.98, -4.93, -0.23)
C (5.05, -5.91, 0.07)
O (5.54, -5.99, 1.18)
C (5.49, -6.79, -1.03)
C (4.95, -6.70, -2.25)
H (2.65, -4.14, -1.68)
H (3.66, -4.30, 0.59)
H (6.28, -7.49, -0.80)
H (5.26, -7.34, -3.07)
O (-2.21, 5.21, -4.72)
C (-2.04, 5.35, -3.52)
C (-2.06, 6.68, -2.89)
C (-1.87, 6.83, -1.58)
C (-1.63, 5.67, -0.70)
O (-1.46, 5.81, 0.50)
C (-1.60, 4.33, -1.33)
C (-1.79, 4.18, -2.64)
H (-2.24, 7.52, -3.55)
H (-1.89, 7.81, -1.10)
H (-1.42, 3.49, -0.67)
H (-1.78, 3.21, -3.12)
O (3.78, -9.20, 0.36)
C (3.40, -9.18, 1.52)
C (2.31, -10.06, 1.98)
C (1.89, -10.03, 3.25)
C (2.49, -9.12, 4.24)
O (2.11, -9.10, 5.39)
C (3.59, -8.24, 3.77)
C (4.01, -8.27, 2.51)
H (1.87, -10.73, 1.24)
H (1.09, -10.67, 3.60)
H (4.02, -7.58, 4.51)
H (4.81, -7.63, 2.15)
O (3.54, 1.48, -10.54)
C (4.11, 2.41, -10.01)
C (5.58, 2.54, -10.06)
C (6.21, 3.56, -9.48)
C (5.46, 4.61, -8.76)
O (6.03, 5.54, -8.23)
C (3.99, 4.48, -8.70)
C (3.36, 3.46, -9.28)
H (6.11, 1.76, -10.59)
H (7.29, 3.67, -9.51)
H (3.46, 5.26, -8.17)
H (2.28, 3.35, -9.25)
O (-7.11, 0.24, 5.50)
C (-7.49, 0.24, 6.65)
C (-8.56, -0.67, 7.10)
C (-8.99, -0.67, 8.37)
C (-8.40, 0.24, 9.38)
O (-8.78, 0.23, 10.53)
C (-7.32, 1.15, 8.92)
C (-6.90, 1.15, 7.66)
H (-8.98, -1.33, 6.36)
H (-9.77, -1.33, 8.72)
H (-6.90, 1.81, 9.67)
H (-6.12, 1.81, 7.31)
O (-2.04, 7.94, 6.47)
C (-0.95, 8.45, 6.70)
C (0.20, 8.22, 5.81)
C (1.39, 8.77, 6.06)
C (1.60, 9.62, 7.25)
O (2.69, 10.13, 7.48)
C (0.45, 9.85, 8.14)
C (-0.74, 9.30, 7.89)
H (0.02, 7.60, 4.94)
H (2.24, 8.62, 5.41)
H (0.63, 10.47, 9.01)
H (-1.59, 9.45, 8.54)

=====

2.
Molecular formula: C6H8O3
Method: DFT, ωB97M-V/def2-TZVPD

## Properties
**Total charge**: 0
**SMILES**: C[C@]1(O)C[C@H](C=O)C1=O
**Gap between HOMO and LUMO**: 9.854 eV
**Energy above the lowest of the compared OMol25 structures with the same formula, charge and spin**: 46.8 kcal per mole
**E**: -459.0756 hartree

Cartesian coordinates (Å):
C (1.61, -1.19, -0.60)
C (0.13, -0.76, -0.64)
O (-0.63, -1.68, -1.37)
C (-0.34, 0.76, -0.76)
C (-1.09, 0.81, 0.58)
C (-0.67, 2.04, 1.37)
O (0.42, 2.51, 1.41)
C (-0.43, -0.58, 0.85)
O (-0.14, -1.05, 1.93)
H (2.06, -0.82, -1.58)
H (1.53, -2.25, -0.76)
H (2.24, -0.83, 0.22)
H (-0.60, -2.54, -0.98)
H (-0.94, 0.93, -1.65)
H (0.53, 1.45, -0.65)
H (-2.20, 0.80, 0.60)
H (-1.47, 2.41, 2.04)

=====

3.
Molecular formula: C7H15N2Re
Method: DFT, ωB97M-V/def2-TZVPD

## Properties
**Total charge**: +1
**Spin multiplicity**: 4
**Expectation value of S²**: 3.769
**Gap between HOMO and LUMO (spin up / spin down)**: 6.930 / 7.062 eV
**E**: -463.0455 hartree

Cartesian coordinates (Å):
C (-2.27, -1.22, -3.59)
Re (1.22, -0.67, -1.10)
N (1.16, 0.49, -3.10)
H (-0.45, -1.41, -0.55)
H (-2.57, -0.31, -3.22)
H (-3.16, -1.75, -3.27)
H (-1.23, -1.46, -3.04)
H (-2.32, -0.94, -4.63)
H (2.19, 0.42, -3.28)
H (0.97, 1.52, -3.14)
H (0.70, 0.15, -3.97)
N (1.05, 0.93, 0.10)
C (0.59, 0.48, 1.50)
C (-0.79, 0.57, 1.82)
C (-1.13, 0.26, 3.17)
C (-0.09, -0.08, 4.06)
C (1.26, -0.18, 3.70)
C (1.59, 0.07, 2.36)
H (0.57, 1.81, -0.05)
H (2.10, 0.92, 0.16)
H (-1.53, 0.83, 1.08)
H (-2.17, 0.33, 3.51)
H (-0.35, -0.28, 5.10)
H (2.06, -0.46, 4.42)
H (2.61, -0.01, 1.96)

=====

4.
Molecular formula: C8H11N2S
Method: DFT, ωB97M-V/def2-TZVPD

## Properties
**Total charge**: +1
**Spin multiplicity**: 3
**Expectation value of S²**: 2.033
**Gap between HOMO and LUMO (spin up / spin down)**: 9.593 / 7.793 eV
**Energy above the lowest of the compared OMol25 structures with the same formula, charge and spin**: 0.0 kcal per mole
**E**: -818.7536 hartree

Cartesian coordinates (Å):
C (-1.34, -1.50, -0.21)
C (-2.71, -1.21, -0.16)
C (-0.91, 0.85, 0.61)
C (1.20, 1.03, -0.12)
C (2.47, 1.51, -0.16)
C (-2.20, 1.42, -0.11)
C (0.95, -0.44, -0.35)
C (2.09, -1.34, 0.34)
N (0.20, 1.66, 0.22)
N (-0.40, -0.62, 0.13)
S (-3.51, 0.22, 0.11)
H (-1.06, -2.49, -0.48)
H (-3.46, -1.98, -0.36)
H (-1.04, 0.95, 1.68)
H (2.78, 2.65, -0.12)
H (3.21, 0.92, -0.56)
H (-2.43, 2.31, 0.32)
H (-2.02, 1.57, -1.19)
H (0.96, -0.63, -1.41)
H (1.94, -2.41, 0.52)
H (2.20, -1.12, 1.37)
H (3.08, -1.35, -0.09)

=====

5.
Molecular formula: C28H27BF4N7O2S4W
Method: DFT, ωB97M-V/def2-TZVPD

## Properties
**Total charge**: +1
**Spin multiplicity**: 3
**Expectation value of S²**: 2.028
**Gap between HOMO and LUMO (spin up / spin down)**: 5.963 / 6.048 eV
**Energy above the lowest of the compared OMol25 structures with the same formula, charge and spin**: 85.3 kcal per mole
**E**: -3701.1636 hartree

Cartesian coordinates (Å):
W (0.07, -0.02, -0.09)
C (-2.61, 2.62, 0.70)
C (-1.33, 2.00, 1.17)
N (-1.25, 0.62, 1.32)
N (-0.97, 0.30, 2.65)
C (-0.11, -0.58, 2.97)
S (0.91, -1.45, 1.83)
S (0.01, -0.95, 4.70)
C (-1.31, -2.25, 4.84)
C (-2.68, -1.72, 5.11)
C (-3.46, -1.14, 4.12)
C (-4.75, -0.71, 4.40)
C (-5.27, -0.85, 5.67)
C (-4.50, -1.42, 6.67)
C (-3.22, -1.84, 6.39)
C (-0.27, 2.73, 1.80)
C (-0.41, 3.92, 2.54)
C (0.66, 4.46, 3.22)
C (1.91, 3.84, 3.19)
C (2.10, 2.71, 2.42)
C (1.04, 2.16, 1.72)
O (1.22, 1.13, 0.89)
H (-3.42, 2.31, 1.36)
H (-2.53, 3.71, 0.72)
H (-2.87, 2.32, -0.32)
H (-1.25, -2.85, 3.94)
H (-0.96, -2.85, 5.68)
H (-3.06, -0.99, 3.13)
H (-5.34, -0.26, 3.62)
H (-6.29, -0.54, 5.88)
H (-4.90, -1.53, 7.67)
H (-2.61, -2.28, 7.18)
H (-1.38, 4.38, 2.61)
H (0.52, 5.35, 3.81)
H (2.72, 4.25, 3.76)
H (3.07, 2.23, 2.36)
O (-1.73, -2.21, 1.06)
C (-1.06, -3.39, 0.61)
C (-0.45, -3.13, -0.75)
C (-0.16, -4.20, -1.56)
C (0.35, -4.01, -2.84)
C (0.46, -2.69, -3.29)
C (0.12, -1.66, -2.46)
N (-0.26, -1.82, -1.14)
H (-1.96, -2.32, 1.99)
H (-1.78, -4.21, 0.53)
H (-0.27, -3.67, 1.32)
H (-0.35, -5.20, -1.20)
H (0.61, -4.85, -3.47)
H (0.81, -2.47, -4.29)
H (0.15, -0.64, -2.82)
N (-3.36, -1.50, -1.01)
C (-3.01, -0.43, -1.71)
N (-1.91, 0.28, -1.51)
C (-1.82, 1.30, -2.45)
C (-2.84, 1.36, -3.35)
S (-4.00, 0.12, -3.03)
C (-0.67, 2.17, -2.43)
C (-0.44, 3.24, -3.24)
S (1.10, 3.93, -2.89)
C (1.34, 2.73, -1.66)
N (0.34, 1.88, -1.52)
N (2.45, 2.74, -0.92)
H (-2.83, -1.77, -0.18)
H (-4.22, -1.97, -1.22)
H (-2.97, 2.03, -4.17)
H (-1.06, 3.63, -4.01)
H (3.24, 3.28, -1.23)
H (2.64, 1.95, -0.31)
F (2.14, 0.50, -2.99)
B (3.04, -0.18, -2.23)
F (2.05, -0.48, -0.90)
F (3.36, -1.38, -2.68)
F (4.00, 0.59, -1.71)

=====

6.
Molecular formula: C26H41BrN6P2Zn
Method: DFT, ωB97M-V/def2-TZVPD

## Properties
**Total charge**: +2
**Gap between HOMO and LUMO**: 5.375 eV
**Energy above the lowest of the compared OMol25 structures with the same formula, charge and spin**: 0.0 kcal per mole
**E**: -6379.1095 hartree

Cartesian coordinates (Å):
C (2.40, -6.35, -3.85)
C (1.78, -5.11, -4.17)
C (1.40, -4.97, -5.53)
C (1.68, -6.00, -6.44)
N (2.28, -7.15, -6.12)
C (2.62, -7.30, -4.85)
C (1.62, -4.06, -3.19)
C (1.54, -3.13, -2.39)
C (1.77, -2.02, -1.55)
C (1.34, -2.13, -0.23)
C (1.67, -1.09, 0.66)
C (2.39, 0.07, 0.20)
C (2.90, 0.09, -1.09)
C (2.49, -0.89, -2.01)
Zn (0.23, 0.77, 1.19)
P (-1.77, 0.65, 2.14)
H (0.91, -4.06, -5.88)
H (2.72, -6.56, -2.83)
H (1.40, -5.87, -7.48)
H (3.11, -8.23, -4.58)
H (2.82, -0.85, -3.04)
H (0.85, -3.08, 0.04)
H (3.57, 0.95, -1.27)
H (1.33, -1.21, 1.68)
C (-2.44, 1.91, 3.35)
C (-3.89, 2.31, 3.11)
H (-1.77, 2.79, 3.35)
H (-2.35, 1.48, 4.37)
H (-4.15, 3.18, 3.74)
H (-4.07, 2.60, 2.06)
H (-4.59, 1.50, 3.37)
C (-2.84, 0.36, 0.67)
C (-3.17, -1.10, 0.37)
H (-2.19, 0.73, -0.14)
H (-3.74, 1.01, 0.63)
H (-3.55, -1.20, -0.66)
H (-2.30, -1.77, 0.46)
H (-3.96, -1.49, 1.02)
C (-2.14, -0.84, 3.16)
C (-3.62, -0.92, 3.56)
H (-1.54, -0.83, 4.08)
H (-1.84, -1.74, 2.60)
H (-3.84, -1.89, 4.02)
H (-3.87, -0.14, 4.30)
H (-4.32, -0.80, 2.72)
Br (2.94, 1.64, 1.12)
P (-0.12, 3.52, -1.22)
C (-1.55, 3.04, -0.25)
C (-2.78, 3.89, -0.63)
H (-1.34, 3.05, 0.84)
H (-1.75, 2.03, -0.61)
H (-3.71, 3.31, -0.48)
H (-2.84, 4.83, -0.05)
H (-2.72, 4.16, -1.70)
C (1.08, 4.34, -0.08)
C (2.01, 5.34, -0.84)
H (1.66, 3.50, 0.32)
H (0.62, 4.77, 0.83)
H (2.76, 5.77, -0.15)
H (2.49, 4.77, -1.66)
H (1.47, 6.17, -1.32)
C (0.55, 2.11, -2.19)
C (0.35, 2.11, -3.72)
H (0.11, 1.19, -1.78)
H (1.63, 2.08, -2.02)
H (0.99, 1.34, -4.18)
H (-0.69, 1.92, -4.02)
H (0.61, 3.07, -4.17)
N (3.97, -1.38, 4.34)
N (2.71, -0.89, 4.20)
N (1.71, -0.89, 5.11)
C (0.77, -0.18, 4.47)
N (1.16, 0.24, 3.26)
N (2.45, -0.22, 3.11)
H (4.59, -0.86, 3.73)
H (4.24, -1.41, 5.32)
H (-0.23, 0.00, 4.86)

=====

7.
Molecular formula: C5H13NSi
Method: DFT, ωB97M-V/def2-TZVPD

## Properties
**Total charge**: 0
**Spin multiplicity**: 3
**Expectation value of S²**: 2.009
**Gap between HOMO and LUMO (spin up / spin down)**: 8.597 / 7.673 eV
**Energy above the lowest of the compared OMol25 structures with the same formula, charge and spin**: 0.0 kcal per mole
**E**: -542.3929 hartree

Cartesian coordinates (Å):
C (-1.88, 0.24, 0.03)
C (-2.64, -0.90, -0.26)
C (-0.55, 0.62, -0.74)
C (2.33, 0.48, -0.86)
C (0.83, -0.01, 1.89)
N (0.64, -2.00, -0.68)
Si (0.85, -0.50, -0.05)
H (-2.67, 0.95, -0.06)
H (-1.30, 0.23, 1.01)
H (-3.33, -1.35, 0.44)
H (-2.75, -1.42, -1.27)
H (-0.57, 0.35, -1.76)
H (-0.36, 1.61, -0.54)
H (2.58, 1.27, -0.23)
H (3.24, -0.18, -0.93)
H (2.11, 0.73, -1.95)
H (1.79, 0.15, 2.34)
H (0.33, 0.96, 2.01)
H (0.36, -0.83, 2.51)
H (-0.20, -2.54, -0.55)

=====

8.
Molecular formula: C38H39BrCuN6O5Si2
Method: DFT, ωB97M-V/def2-TZVPD

## Properties
**Total charge**: -2
**Spin multiplicity**: 2
**Expectation value of S²**: 0.805
**Gap between HOMO and LUMO (spin up / spin down)**: 2.836 / 3.715 eV
**Energy above the lowest of the compared OMol25 structures with the same formula, charge and spin**: 19.9 kcal per mole
**E**: -6969.7647 hartree

Cartesian coordinates (Å):
Cu (-1.47, 0.04, 0.17)
C (2.08, 4.98, 1.52)
Si (0.94, 3.96, 0.42)
C (1.58, 3.98, -1.33)
C (-0.79, 4.68, 0.40)
C (-0.76, 6.09, 0.47)
C (-1.91, 6.86, 0.44)
C (-3.13, 6.21, 0.34)
C (-3.17, 4.83, 0.22)
C (-2.02, 4.02, 0.22)
Si (-2.34, 2.11, -0.25)
C (-2.81, 2.49, -2.08)
C (-4.09, 1.87, 0.52)
H (3.00, 5.27, 1.00)
H (2.36, 4.40, 2.40)
H (1.60, 5.89, 1.89)
H (1.39, 4.97, -1.76)
H (1.03, 3.26, -1.94)
H (2.64, 3.76, -1.41)
H (0.20, 6.61, 0.54)
H (-1.85, 7.94, 0.50)
H (-4.05, 6.78, 0.33)
H (-4.13, 4.36, 0.10)
H (-3.62, 3.22, -2.17)
H (-3.13, 1.56, -2.56)
H (-1.95, 2.86, -2.65)
H (-4.89, 2.48, 0.08)
H (-4.09, 2.04, 1.60)
H (-4.34, 0.82, 0.37)
C (1.22, -3.65, -6.46)
O (1.78, -4.82, -5.93)
C (1.16, -5.31, -4.77)
C (1.89, -6.23, -4.02)
C (1.36, -6.76, -2.86)
C (0.07, -6.41, -2.39)
C (-0.65, -5.49, -3.19)
C (-0.11, -4.96, -4.35)
N (-0.39, -7.05, -1.27)
N (-1.45, -6.61, -0.60)
C (-1.73, -5.27, -0.41)
C (-3.07, -4.95, -0.15)
C (-3.53, -3.65, 0.03)
C (-2.69, -2.53, -0.01)
O (-3.09, -1.31, 0.14)
C (-1.29, -2.83, -0.19)
N (-0.45, -1.76, -0.16)
C (0.84, -1.97, -0.18)
C (1.42, -3.24, -0.21)
C (0.59, -4.33, -0.30)
C (-0.80, -4.17, -0.34)
H (1.91, -3.29, -7.22)
H (1.08, -2.88, -5.70)
H (0.25, -3.84, -6.94)
H (2.89, -6.50, -4.35)
H (1.94, -7.47, -2.28)
H (-1.63, -5.18, -2.88)
H (-0.71, -4.26, -4.92)
H (-3.76, -5.78, -0.13)
H (-4.59, -3.47, 0.21)
H (1.47, -1.09, -0.15)
H (2.49, -3.36, -0.19)
H (1.00, -5.33, -0.33)
C (0.76, -1.16, 4.93)
N (-0.02, 0.03, 4.67)
C (0.04, 1.09, 5.51)
C (-0.58, 2.25, 5.24)
C (-1.27, 2.31, 3.98)
N (-1.37, 1.30, 3.17)
C (-0.73, 0.12, 3.43)
O (-0.71, -0.83, 2.69)
N (-1.88, 3.47, 3.61)
H (0.58, -1.52, 5.94)
H (1.83, -0.95, 4.80)
H (0.46, -1.92, 4.21)
H (0.62, 0.93, 6.41)
H (-0.52, 3.10, 5.91)
H (-1.53, 4.33, 4.00)
H (-2.16, 3.51, 2.64)
Br (4.93, 0.90, 3.03)
C (4.32, 0.74, 1.24)
C (5.21, 0.17, 0.35)
C (4.86, 0.00, -0.98)
C (3.60, 0.38, -1.41)
C (2.72, 0.96, -0.52)
C (3.05, 1.16, 0.82)
C (2.06, 1.85, 1.71)
O (2.18, 1.97, 2.91)
O (1.04, 2.40, 1.03)
H (6.18, -0.14, 0.71)
H (5.57, -0.46, -1.66)
H (3.30, 0.21, -2.44)
H (1.72, 1.23, -0.84)

=====

Which value of E does entry 8 give? -6969.7647 hartree